[1]
ORCA calculation (ωB97M-V with the def2-TZVPD basis set) on a 2-piece molecular cluster, CHF3OS2 overall at a distorted geometry.

```
8
Properties=species:S:1:pos:R:3:forces:R:3
C 0.23945 1.22770 -0.58180 -2.11 3.37 -1.96
O -1.78196 -1.44017 2.02822 3.29 -1.38 -2.31
F 0.14532 0.47313 -1.65972 0.02 -1.07 -0.22
F 0.80667 0.58322 0.39093 0.66 0.27 0.40
F 0.89590 2.37288 -1.04589 0.90 -1.07 1.12
S -0.81869 -2.38106 1.32291 0.49 0.22 -0.30
S 1.25925 -2.55932 -0.07848 -3.75 1.02 2.59
H -0.74594 1.72362 -0.37617 0.50 -1.35 0.68
```
Forces are in eV/Å.

Results
HOMO energy (alpha / beta): -9.85 / -9.87 eV
Energy relative to the best compared isomer or geometry (same formula, charge and spin): 58.3 kcal per mole
Frontier orbital gap (alpha / beta): 6.33 / 6.33 eV



[2]
ORCA calculation (ωB97M-V with the def2-TZVPD basis set) on CHF4NO4S2Zn as an isolated structure at a distorted geometry.

```
14
Properties=species:S:1:pos:R:3:forces:R:3
Zn -2.46064 0.08682 0.03394 0.32 0.38 -1.04
N 0.59454 0.82652 -0.60871 0.61 0.28 0.84
S -0.73627 0.39962 -1.88207 0.34 -0.30 -2.91
O -0.66283 1.59362 -2.74651 -0.17 -1.46 1.67
O -0.24435 -0.83956 -2.51410 -0.74 1.51 1.34
S 0.45906 0.43324 0.91595 0.80 1.43 0.36
O -0.97715 0.09220 1.13970 1.14 -0.14 0.75
O 1.08745 1.35134 1.83983 -0.90 -1.21 -1.15
C 1.29027 -1.21687 1.18874 -0.16 0.34 -0.11
F 0.63824 -2.15084 0.52835 -0.18 -0.22 -0.24
F 2.53121 -1.13560 0.75300 0.18 0.07 -0.07
F 1.27978 -1.49273 2.47680 -0.03 0.01 0.25
F -4.10752 0.51979 -0.26270 -0.68 -0.07 0.02
H 1.30820 1.53244 -0.86223 -0.54 -0.62 0.28
```
Forces are in eV/Å.

Results
HOMO energy: -10.59 eV
Energy relative to the best compared isomer or geometry (same formula, charge and spin): 0.0 kcal per mole
Frontier orbital gap: 9.63 eV



[3]
ORCA calculation (ωB97M-V with the def2-TZVPD basis set) on CHFI2S as an isolated structure at a distorted geometry.

```
6
Properties=species:S:1:pos:R:3:forces:R:3
C 0.28575 -0.74481 -0.54263 1.49 3.01 -1.10
F -0.02992 -1.57904 0.41751 0.48 0.37 0.05
S 2.83302 -0.26066 -0.85066 -2.20 -0.62 0.89
I -0.64580 -1.17396 -2.38348 0.50 0.03 0.66
I 3.01507 -0.80955 -3.06723 0.21 -0.18 -0.75
H 0.30437 0.41323 -0.35354 -0.49 -2.62 0.26
```
Forces are in eV/Å.

Results
HOMO energy (alpha / beta): -8.50 / -8.50 eV
Energy relative to the best compared isomer or geometry (same formula, charge and spin): 48.4 kcal per mole
Frontier orbital gap (alpha / beta): 6.98 / 6.94 eV



[4]
ORCA calculation (ωB97M-V with the def2-TZVPD basis set) on the molecule CHFIN at a distorted geometry.

```
5
Properties=species:S:1:pos:R:3:forces:R:3
H -0.30726 -1.10880 0.20559 0.35 -0.30 -0.42
N 0.45276 -0.47987 -0.01888 -1.96 1.81 0.42
C 1.61006 -0.73662 -0.04208 1.62 -4.65 0.16
F 1.95047 -2.32315 0.00030 -0.17 2.96 0.00
I 3.37790 0.25311 -0.00768 0.16 0.18 -0.16
```
Forces are in eV/Å.

Results
HOMO energy: -10.53 eV
Energy relative to the best compared isomer or geometry (same formula, charge and spin): 13.7 kcal per mole
Frontier orbital gap: 10.54 eV
SMILES: [H]/N=C(\F)I



[5]
ORCA calculation (ωB97M-V with the def2-TZVPD basis set) on a 2-piece molecular cluster, CHFINO2 overall at a distorted geometry.

```
7
Properties=species:S:1:pos:R:3:forces:R:3
C -0.35472 0.81406 -1.42457 1.69 -0.49 1.58
N 0.77469 -0.74473 2.32160 0.70 -0.07 1.00
O 0.37018 -1.83938 2.55102 -0.20 0.78 -0.83
O 0.63593 0.12826 1.52725 -0.41 -0.76 0.07
F 0.70504 1.09885 -2.25369 -1.05 -0.42 1.05
I -2.04106 0.18884 -2.35210 -0.36 -0.14 -0.25
H -0.09008 0.35411 -0.36950 -0.37 1.09 -2.63
```
Forces are in eV/Å.

Results
HOMO energy (alpha / beta): -10.17 / -8.31 eV
Energy relative to the best compared isomer or geometry (same formula, charge and spin): 61.8 kcal per mole
Frontier orbital gap (alpha / beta): 9.83 / 6.54 eV



[6]
ORCA calculation (ωB97M-V with the def2-TZVPD basis set) on CHFKrN as an isolated structure at a nearly force-free geometry.

```
5
Properties=species:S:1:pos:R:3:forces:R:3
N -0.19995 -0.37766 -0.36856 0.00 0.00 0.00
C -0.59395 -1.14703 -1.10782 0.00 0.00 0.00
Kr 0.57124 1.10815 1.06845 0.00 0.00 0.00
H -0.96673 -1.87394 -1.80703 0.00 0.00 0.00
F 1.18939 2.29047 2.21496 0.00 0.00 0.00
```
Forces are in eV/Å.

Results
Total charge: +1
HOMO energy: -19.18 eV
Frontier orbital gap: 11.54 eV



Electronic energy (computed, eV): -32919.183, -91690.696, -30804.651, -13359.958, -17450.282, -80175.953